Arrangement w

{"formula": "C80H220N20O20", "method": "wB97M-V/def2-TZVPD", "mol_weight_g_mol": 1782.8, "gap_ev": 8.638, "total_charge": 0, "species": ["C", "C", "C", "O", "C", "N", "H", "H", "H", "H", "H", "H", "H", "H", "H", "H", "H", "C", "C", "C", "O", "C", "N", "H", "H", "H", "H", "H", "H", "H", "H", "H", "H", "H", "C", "C", "C", "O", "C", "N", "H", "H", "H", "H", "H", "H", "H", "H", "H", "H", "H", "C", "C", "C", "O", "C", "N", "H", "H", "H", "H", "H", "H", "H", "H", "H", "H", "H", "C", "C", "C", "O", "C", "N", "H", "H", "H", "H", "H", "H", "H", "H", "H", "H", "H", "C", "C", "C", "O", "C", "N", "H", "H", "H", "H", "H", "H", "H", "H", "H", "H", "H", "C", "C", "C", "O", "C", "N", "H", "H", "H", "H", "H", "H", "H", "H", "H", "H", "H", "C", "C", "C", "O", "C", "N", "H", "H", "H", "H", "H", "H", "H", "H", "H", "H", "H", "C", "C", "C", "O", "C", "N", "H", "H", "H", "H", "H", "H", "H", "H", "H", "H", "H", "C", "C", "C", "O", "C", "N", "H", "H", "H", "H", "H", "H", "H", "H", "H", "H", "H", "C", "C", "C", "O", "C", "N", "H", "H", "H", "H", "H", "H", "H", "H", "H", "H", "H", "C", "C", "C", "O", "C", "N", "H", "H", "H", "H", "H", "H", "H", "H", "H", "H", "H", "C", "C", "C", "O", "C", "N", "H", "H", "H", "H", "H", "H", "H", "H", "H", "H", "H", "C", "C", "C", "O", "C", "N", "H", "H", "H", "H", "H", "H", "H", "H", "H", "H", "H", "C", "C", "C", "O", "C", "N", "H", "H", "H", "H", "H", "H", "H", "H", "H", "H", "H", "C", "C", "C", "O", "C", "N", "H", "H", "H", "H", "H", "H", "H", "H", "H", "H", "H", "C", "C", "C", "O", "C", "N", "H", "H", "H", "H", "H", "H", "H", "H", "H", "H", "H", "C", "C", "C", "O", "C", "N", "H", "H", "H", "H", "H", "H", "H", "H", "H", "H", "H", "C", "C", "C", "O", "C", "N", "H", "H", "H", "H", "H", "H", "H", "H", "H", "H", "H", "C", "C", "C", "O", "C", "N", "H", "H", "H", "H", "H", "H", "H", "H", "H", "H", "H"], "xyz": [[-13.16, 9.17, 25.74], [-11.78, 9.53, 25.20], [-11.29, 10.95, 25.60], [-12.15, 11.96, 25.20], [-11.41, 13.17, 25.35], [-10.84, 8.49, 25.58], [-13.08, 9.09, 26.83], [-13.42, 8.16, 25.45], [-13.87, 9.91, 25.38], [-11.66, 9.54, 24.12], [-10.32, 11.01, 25.11], [-11.23, 11.04, 26.68], [-12.12, 13.98, 25.18], [-10.60, 13.16, 24.61], [-11.06, 13.26, 26.38], [-11.14, 7.63, 25.15], [-9.96, 8.64, 25.10], [-6.22, 13.70, 32.23], [-6.94, 15.05, 31.90], [-6.79, 16.11, 33.09], [-7.62, 15.56, 34.12], [-7.73, 16.36, 35.32], [-6.39, 15.67, 30.70], [-5.14, 13.74, 32.14], [-6.66, 12.90, 31.64], [-6.39, 13.49, 33.28], [-8.01, 14.90, 31.78], [-7.26, 17.06, 32.83], [-5.78, 16.35, 33.42], [-6.74, 16.43, 35.77], [-8.38, 15.86, 36.04], [-7.97, 17.41, 35.14], [-6.83, 16.56, 30.49], [-6.51, 15.03, 29.93], [-1.53, 7.67, 16.10], [-0.95, 6.53, 16.90], [-1.70, 6.40, 18.19], [-1.41, 7.51, 19.05], [-1.67, 7.29, 20.40], [-1.13, 5.36, 16.04], [-1.57, 8.56, 16.72], [-2.52, 7.35, 15.78], [-0.89, 7.90, 15.25], [0.12, 6.65, 17.08], [-1.36, 5.49, 18.69], [-2.77, 6.34, 17.99], [-2.62, 6.79, 20.55], [-1.61, 8.23, 20.95], [-0.86, 6.76, 20.90], [-0.66, 4.62, 16.54], [-0.58, 5.63, 15.23], [-11.66, 9.66, 17.08], [-11.51, 11.11, 17.64], [-10.63, 11.17, 18.93], [-11.24, 10.51, 20.05], [-10.64, 10.77, 21.29], [-10.92, 11.99, 16.65], [-10.83, 9.33, 16.46], [-12.57, 9.58, 16.49], [-11.73, 8.92, 17.87], [-12.48, 11.57, 17.82], [-10.52, 12.21, 19.23], [-9.66, 10.75, 18.68], [-11.17, 10.11, 21.98], [-10.90, 11.74, 21.71], [-9.58, 10.54, 21.37], [-11.34, 11.87, 15.74], [-9.94, 11.79, 16.62], [-3.14, 10.13, 26.47], [-2.72, 10.54, 25.06], [-1.87, 9.49, 24.35], [-0.52, 9.43, 24.76], [0.33, 8.62, 23.91], [-3.90, 11.01, 24.26], [-2.21, 9.99, 27.01], [-3.75, 9.22, 26.41], [-3.72, 10.95, 26.90], [-2.12, 11.45, 25.08], [-1.86, 9.91, 23.34], [-2.34, 8.50, 24.31], [1.36, 8.69, 24.26], [0.37, 9.21, 22.99], [-0.06, 7.62, 23.76], [-3.54, 11.33, 23.37], [-4.32, 11.81, 24.70], [-10.22, 4.06, 24.23], [-10.63, 4.32, 22.76], [-10.92, 5.82, 22.53], [-11.94, 6.44, 23.32], [-13.34, 6.07, 23.01], [-9.59, 3.97, 21.81], [-10.25, 3.00, 24.50], [-10.71, 4.66, 25.00], [-9.17, 4.33, 24.37], [-11.53, 3.74, 22.57], [-11.17, 6.01, 21.48], [-9.98, 6.35, 22.69], [-13.73, 5.16, 23.45], [-13.65, 6.06, 21.97], [-13.98, 6.86, 23.42], [-9.76, 2.99, 21.62], [-8.71, 4.06, 22.29], [-8.07, 12.62, 23.67], [-6.75, 12.73, 22.92], [-6.77, 12.11, 21.52], [-7.61, 12.87, 20.59], [-7.37, 12.60, 19.24], [-6.20, 14.07, 22.86], [-8.82, 12.71, 22.89], [-8.29, 13.36, 24.44], [-8.17, 11.63, 24.12], [-6.04, 12.12, 23.48], [-7.02, 11.05, 21.52], [-5.70, 12.12, 21.27], [-7.52, 11.53, 19.12], [-6.32, 12.85, 19.08], [-7.94, 13.30, 18.63], [-5.54, 14.10, 22.10], [-6.93, 14.68, 22.52], [-8.94, -0.70, 23.14], [-8.86, 0.76, 23.09], [-7.53, 1.39, 23.45], [-7.14, 1.00, 24.75], [-5.74, 1.19, 25.04], [-9.36, 1.22, 21.84], [-8.39, -1.23, 22.36], [-9.96, -1.03, 22.96], [-8.57, -1.05, 24.11], [-9.50, 1.16, 23.87], [-7.49, 2.46, 23.25], [-6.83, 0.94, 22.75], [-5.47, 1.06, 26.09], [-5.52, 2.22, 24.75], [-5.09, 0.57, 24.43], [-8.73, 1.08, 21.07], [-10.15, 0.64, 21.61], [-11.76, 17.11, 29.44], [-11.69, 15.71, 28.99], [-13.07, 15.19, 28.57], [-13.04, 13.89, 27.94], [-12.58, 12.85, 28.67], [-10.77, 15.65, 27.85], [-12.51, 17.19, 30.22], [-12.06, 17.73, 28.59], [-10.82, 17.52, 29.81], [-11.24, 15.06, 29.74], [-13.61, 15.78, 27.83], [-13.71, 15.18, 29.45], [-12.89, 12.77, 29.72], [-11.49, 12.84, 28.68], [-12.82, 11.93, 28.14], [-11.08, 16.25, 27.10], [-10.94, 14.72, 27.48], [-3.20, 10.80, 20.58], [-3.63, 10.78, 19.10], [-2.63, 11.49, 18.22], [-2.95, 11.29, 16.85], [-2.23, 12.16, 15.99], [-3.77, 9.40, 18.60], [-2.22, 10.34, 20.68], [-3.84, 10.17, 21.18], [-3.04, 11.83, 20.92], [-4.60, 11.28, 18.99], [-1.67, 11.06, 18.49], [-2.54, 12.55, 18.47], [-2.41, 13.23, 16.11], [-2.59, 11.83, 15.02], [-1.17, 11.93, 16.10], [-3.97, 9.49, 17.61], [-2.84, 9.02, 18.50], [-12.37, 8.92, 30.55], [-11.14, 9.00, 31.46], [-9.89, 9.52, 30.75], [-8.91, 9.93, 31.66], [-8.05, 8.83, 32.05], [-11.49, 9.86, 32.60], [-13.07, 8.32, 31.13], [-12.10, 8.45, 29.61], [-12.77, 9.93, 30.47], [-10.95, 8.10, 32.05], [-10.22, 10.41, 30.21], [-9.49, 8.77, 30.06], [-7.36, 9.20, 32.80], [-7.58, 8.53, 31.11], [-8.53, 7.88, 32.28], [-10.72, 9.96, 33.24], [-11.45, 10.82, 32.31], [-7.99, 8.29, 20.30], [-6.82, 7.38, 19.88], [-6.60, 7.31, 18.34], [-5.47, 6.50, 18.05], [-5.35, 6.02, 16.77], [-5.60, 7.93, 20.40], [-8.92, 7.89, 19.89], [-7.86, 9.31, 19.93], [-8.14, 8.23, 21.38], [-7.02, 6.40, 20.30], [-6.47, 8.29, 17.88], [-7.51, 6.89, 17.92], [-6.28, 5.68, 16.32], [-4.50, 5.36, 16.65], [-5.06, 6.87, 16.16], [-4.88, 7.49, 19.84], [-5.44, 8.88, 20.11], [-5.44, 4.58, 21.66], [-4.40, 3.86, 20.78], [-4.14, 2.39, 21.27], [-3.92, 2.26, 22.69], [-2.60, 2.75, 23.08], [-4.87, 3.91, 19.44], [-5.47, 5.67, 21.55], [-5.14, 4.52, 22.71], [-6.40, 4.10, 21.49], [-3.45, 4.40, 20.84], [-3.43, 2.08, 20.51], [-4.98, 1.71, 21.11], [-2.45, 3.81, 22.84], [-1.82, 2.07, 22.75], [-2.52, 2.69, 24.16], [-4.96, 4.90, 19.25], [-4.20, 3.54, 18.79], [-5.22, 15.66, 27.10], [-5.29, 14.13, 27.11], [-6.71, 13.48, 27.18], [-7.12, 13.58, 28.50], [-8.32, 12.93, 28.82], [-4.75, 13.82, 25.78], [-5.72, 16.17, 26.28], [-4.19, 16.03, 27.03], [-5.64, 16.01, 28.04], [-4.58, 13.77, 27.85], [-6.59, 12.46, 26.82], [-7.37, 14.11, 26.58], [-8.21, 11.89, 28.51], [-9.21, 13.34, 28.32], [-8.47, 12.89, 29.90], [-3.83, 14.22, 25.68], [-5.33, 14.26, 25.08], [-5.16, 11.09, 29.63], [-4.22, 10.12, 30.41], [-3.65, 10.63, 31.81], [-2.83, 11.77, 31.58], [-2.30, 12.26, 32.82], [-4.86, 8.81, 30.56], [-5.62, 10.64, 28.75], [-4.76, 12.08, 29.43], [-6.03, 11.35, 30.24], [-3.38, 9.93, 29.73], [-3.11, 9.86, 32.37], [-4.50, 10.87, 32.46], [-1.71, 13.16, 32.66], [-1.64, 11.54, 33.30], [-3.11, 12.48, 33.51], [-4.11, 8.13, 30.47], [-5.50, 8.61, 29.81], [-2.98, 16.17, 32.05], [-2.57, 16.06, 30.61], [-2.41, 14.58, 30.09], [-2.04, 14.56, 28.71], [-1.82, 13.29, 28.08], [-3.53, 16.73, 29.78], [-3.11, 17.21, 32.34], [-2.24, 15.69, 32.69], [-3.90, 15.61, 32.19], [-1.70, 16.68, 30.40], [-3.36, 14.04, 30.15], [-1.60, 14.11, 30.65], [-2.70, 12.64, 28.12], [-1.01, 12.61, 28.34], [-1.44, 13.51, 27.09], [-4.47, 16.43, 30.01], [-3.43, 16.27, 28.89], [-8.07, 3.84, 18.42], [-7.65, 2.36, 18.16], [-6.74, 2.14, 16.90], [-7.37, 2.49, 15.63], [-6.49, 2.31, 14.52], [-6.89, 1.83, 19.27], [-7.35, 4.53, 17.96], [-8.15, 4.25, 19.42], [-8.98, 4.09, 17.88], [-8.51, 1.70, 18.07], [-6.59, 1.07, 16.76], [-5.83, 2.73, 16.90], [-5.91, 3.20, 14.26], [-7.12, 1.95, 13.72], [-5.78, 1.48, 14.60], [-7.32, 2.20, 20.10], [-6.12, 2.48, 19.32], [-7.31, 7.20, 23.89], [-6.57, 8.57, 24.05], [-6.54, 8.99, 25.55], [-7.88, 9.14, 25.98], [-8.05, 9.18, 27.40], [-5.25, 8.43, 23.44], [-7.29, 6.85, 22.86], [-8.38, 7.29, 24.11], [-6.85, 6.44, 24.53], [-7.25, 9.30, 23.59], [-6.05, 9.96, 25.56], [-5.95, 8.33, 26.17], [-7.50, 8.36, 27.86], [-9.11, 9.10, 27.67], [-7.67, 10.14, 27.75], [-4.66, 9.25, 23.50], [-5.32, 8.12, 22.48], [-4.74, 5.02, 30.12], [-3.38, 5.60, 29.58], [-3.50, 6.06, 28.12], [-3.71, 5.00, 27.19], [-3.74, 5.37, 25.77], [-2.92, 6.66, 30.42], [-4.46, 4.55, 31.06], [-5.30, 4.31, 29.50], [-5.47, 5.80, 30.32], [-2.66, 4.78, 29.59], [-2.60, 6.57, 27.78], [-4.20, 6.88, 27.95], [-4.01, 4.47, 25.21], [-2.82, 5.77, 25.35], [-4.43, 6.20, 25.57], [-2.71, 6.23, 31.31], [-2.00, 7.02, 30.19], [-10.94, 5.86, 28.48], [-9.82, 5.28, 29.33], [-8.44, 5.15, 28.52], [-8.46, 4.23, 27.41], [-7.20, 4.20, 26.78], [-9.60, 6.12, 30.50], [-11.16, 5.32, 27.56], [-10.79, 6.87, 28.09], [-11.85, 5.98, 29.05], [-10.11, 4.30, 29.70], [-7.65, 5.03, 29.26], [-8.24, 6.15, 28.14], [-6.81, 5.17, 26.49], [-7.21, 3.55, 25.90], [-6.48, 3.73, 27.44], [-8.87, 5.70, 31.06], [-10.45, 6.20, 31.02]]}

***

Arrangement x

{"formula": "C80H220N20O20", "method": "wB97M-V/def2-TZVPD", "mol_weight_g_mol": 1782.8, "gap_ev": 8.326, "total_charge": 0, "species": ["C", "C", "C", "O", "C", "N", "H", "H", "H", "H", "H", "H", "H", "H", "H", "H", "H", "C", "C", "C", "O", "C", "N", "H", "H", "H", "H", "H", "H", "H", "H", "H", "H", "H", "C", "C", "C", "O", "C", "N", "H", "H", "H", "H", "H", "H", "H", "H", "H", "H", "H", "C", "C", "C", "O", "C", "N", "H", "H", "H", "H", "H", "H", "H", "H", "H", "H", "H", "C", "C", "C", "O", "C", "N", "H", "H", "H", "H", "H", "H", "H", "H", "H", "H", "H", "C", "C", "C", "O", "C", "N", "H", "H", "H", "H", "H", "H", "H", "H", "H", "H", "H", "C", "C", "C", "O", "C", "N", "H", "H", "H", "H", "H", "H", "H", "H", "H", "H", "H", "C", "C", "C", "O", "C", "N", "H", "H", "H", "H", "H", "H", "H", "H", "H", "H", "H", "C", "C", "C", "O", "C", "N", "H", "H", "H", "H", "H", "H", "H", "H", "H", "H", "H", "C", "C", "C", "O", "C", "N", "H", "H", "H", "H", "H", "H", "H", "H", "H", "H", "H", "C", "C", "C", "O", "C", "N", "H", "H", "H", "H", "H", "H", "H", "H", "H", "H", "H", "C", "C", "C", "O", "C", "N", "H", "H", "H", "H", "H", "H", "H", "H", "H", "H", "H", "C", "C", "C", "O", "C", "N", "H", "H", "H", "H", "H", "H", "H", "H", "H", "H", "H", "C", "C", "C", "O", "C", "N", "H", "H", "H", "H", "H", "H", "H", "H", "H", "H", "H", "C", "C", "C", "O", "C", "N", "H", "H", "H", "H", "H", "H", "H", "H", "H", "H", "H", "C", "C", "C", "O", "C", "N", "H", "H", "H", "H", "H", "H", "H", "H", "H", "H", "H", "C", "C", "C", "O", "C", "N", "H", "H", "H", "H", "H", "H", "H", "H", "H", "H", "H", "C", "C", "C", "O", "C", "N", "H", "H", "H", "H", "H", "H", "H", "H", "H", "H", "H", "C", "C", "C", "O", "C", "N", "H", "H", "H", "H", "H", "H", "H", "H", "H", "H", "H", "C", "C", "C", "O", "C", "N", "H", "H", "H", "H", "H", "H", "H", "H", "H", "H", "H"], "xyz": [[-20.76, -19.22, -19.73], [-22.26, -19.58, -19.82], [-22.36, -20.63, -20.91], [-23.72, -20.92, -21.02], [-24.06, -22.02, -21.83], [-22.71, -20.00, -18.48], [-20.16, -20.11, -19.52], [-20.60, -18.53, -18.89], [-20.49, -18.60, -20.59], [-22.90, -18.79, -20.21], [-21.84, -21.55, -20.65], [-21.93, -20.26, -21.84], [-23.66, -21.80, -22.82], [-25.15, -21.96, -21.89], [-23.69, -23.00, -21.54], [-23.56, -20.54, -18.55], [-22.07, -20.62, -18.00], [-26.69, -22.79, -4.44], [-27.16, -22.20, -5.79], [-25.97, -21.46, -6.39], [-25.40, -20.39, -5.60], [-26.18, -19.20, -5.46], [-27.61, -23.31, -6.61], [-26.23, -22.05, -3.78], [-26.01, -23.63, -4.57], [-27.52, -23.21, -3.86], [-27.97, -21.49, -5.69], [-26.19, -21.20, -7.42], [-25.18, -22.20, -6.51], [-25.62, -18.38, -5.91], [-26.14, -18.90, -4.41], [-27.21, -19.28, -5.79], [-28.39, -23.78, -6.17], [-27.99, -23.06, -7.51], [-22.30, -25.03, -10.59], [-21.55, -26.31, -10.50], [-22.36, -27.59, -10.73], [-23.26, -27.78, -9.73], [-23.99, -29.03, -9.89], [-20.47, -26.31, -11.43], [-22.39, -24.58, -11.58], [-21.73, -24.31, -10.00], [-23.30, -25.10, -10.18], [-21.06, -26.46, -9.54], [-21.67, -28.42, -10.84], [-22.90, -27.46, -11.66], [-24.77, -29.38, -9.21], [-23.22, -29.80, -9.80], [-24.50, -29.05, -10.85], [-19.76, -26.99, -11.19], [-20.01, -25.43, -11.23], [-21.29, -14.51, -12.71], [-21.29, -15.24, -11.39], [-22.40, -16.25, -11.14], [-23.61, -15.52, -10.98], [-24.76, -16.30, -11.07], [-19.96, -15.89, -11.30], [-21.18, -15.16, -13.58], [-20.50, -13.80, -12.94], [-22.29, -14.16, -12.94], [-21.35, -14.53, -10.56], [-22.25, -16.83, -10.23], [-22.46, -17.01, -11.92], [-24.93, -16.80, -12.03], [-25.63, -15.69, -10.81], [-24.79, -17.06, -10.29], [-19.87, -16.51, -12.09], [-19.24, -15.19, -11.36], [-19.88, -24.76, -15.32], [-19.94, -24.44, -16.82], [-20.52, -23.06, -17.23], [-19.99, -21.96, -16.54], [-18.51, -21.82, -16.66], [-18.62, -24.79, -17.32], [-19.16, -24.07, -14.88], [-19.67, -25.78, -14.98], [-20.85, -24.53, -14.90], [-20.61, -25.19, -17.25], [-21.59, -23.05, -17.02], [-20.34, -22.96, -18.30], [-18.16, -21.69, -17.69], [-18.02, -22.69, -16.22], [-18.22, -20.98, -16.02], [-18.56, -24.59, -18.31], [-18.57, -25.79, -17.22], [-21.62, -21.30, -1.88], [-22.42, -20.84, -3.14], [-21.51, -20.41, -4.32], [-20.71, -19.22, -3.91], [-20.00, -18.70, -5.00], [-23.18, -21.99, -3.65], [-22.34, -21.71, -1.17], [-21.17, -20.41, -1.43], [-20.87, -22.06, -2.07], [-23.07, -19.99, -2.91], [-22.15, -20.17, -5.17], [-20.89, -21.27, -4.57], [-20.78, -18.28, -5.63], [-19.42, -19.36, -5.63], [-19.36, -17.87, -4.68], [-23.82, -21.61, -4.33], [-22.52, -22.64, -4.06], [-27.98, -29.18, -16.94], [-27.82, -28.14, -18.13], [-27.09, -26.79, -17.76], [-27.86, -25.91, -16.92], [-27.32, -24.61, -16.64], [-27.16, -28.87, -19.24], [-28.46, -30.13, -17.16], [-28.48, -28.68, -16.10], [-27.00, -29.35, -16.51], [-28.81, -27.98, -18.55], [-26.94, -26.29, -18.72], [-26.13, -27.01, -17.29], [-27.37, -23.98, -17.53], [-26.28, -24.61, -16.33], [-27.87, -24.12, -15.84], [-27.68, -29.73, -19.26], [-26.34, -29.25, -18.79], [-27.59, -26.17, -9.67], [-26.38, -25.51, -10.28], [-26.37, -25.31, -11.80], [-26.22, -26.57, -12.42], [-26.35, -26.47, -13.86], [-26.13, -24.25, -9.62], [-27.67, -27.25, -9.79], [-28.49, -25.60, -9.89], [-27.54, -26.18, -8.58], [-25.53, -26.17, -10.09], [-25.60, -24.63, -12.16], [-27.35, -24.95, -12.10], [-25.45, -25.97, -14.23], [-27.32, -26.10, -14.18], [-26.13, -27.48, -14.20], [-26.04, -24.44, -8.63], [-25.25, -23.85, -9.90], [-26.39, -20.78, -15.82], [-26.52, -20.74, -17.33], [-27.93, -20.75, -17.93], [-28.54, -21.96, -17.57], [-29.78, -22.26, -18.34], [-25.83, -19.50, -17.66], [-25.36, -20.84, -15.48], [-26.97, -21.58, -15.36], [-26.80, -19.85, -15.43], [-25.88, -21.44, -17.87], [-27.88, -20.55, -19.00], [-28.66, -20.07, -17.48], [-30.54, -21.53, -18.08], [-30.22, -23.23, -18.13], [-29.59, -22.36, -19.41], [-24.88, -19.61, -17.34], [-25.72, -19.43, -18.66], [-28.52, -20.61, -8.82], [-29.12, -21.68, -9.69], [-28.88, -21.50, -11.20], [-29.66, -22.34, -12.01], [-29.27, -22.32, -13.36], [-28.75, -23.00, -9.17], [-29.15, -19.72, -8.80], [-27.57, -20.16, -9.09], [-28.63, -20.91, -7.78], [-30.19, -21.63, -9.53], [-27.82, -21.66, -11.37], [-28.98, -20.44, -11.42], [-28.25, -22.64, -13.53], [-29.28, -21.33, -13.82], [-29.93, -22.98, -13.92], [-29.48, -23.67, -9.33], [-27.96, -23.43, -9.63], [-24.84, -19.92, -11.14], [-24.77, -21.50, -11.05], [-24.37, -22.19, -12.46], [-23.21, -21.62, -13.09], [-22.73, -22.43, -14.13], [-23.92, -22.00, -10.01], [-24.77, -19.33, -10.22], [-25.70, -19.54, -11.69], [-24.04, -19.41, -11.67], [-25.77, -21.85, -10.81], [-25.18, -22.16, -13.19], [-24.17, -23.24, -12.25], [-22.45, -23.40, -13.73], [-21.94, -21.97, -14.72], [-23.56, -22.60, -14.82], [-24.16, -21.49, -9.17], [-23.00, -21.72, -10.32], [-23.78, -18.53, -14.91], [-23.61, -17.36, -15.86], [-23.89, -15.95, -15.27], [-25.23, -15.96, -14.68], [-25.71, -14.73, -14.24], [-22.46, -17.49, -16.70], [-23.11, -18.39, -14.06], [-23.47, -19.46, -15.38], [-24.80, -18.59, -14.53], [-24.45, -17.43, -16.55], [-23.90, -15.23, -16.09], [-23.13, -15.61, -14.57], [-26.69, -14.83, -13.78], [-25.82, -14.11, -15.13], [-25.07, -14.23, -13.51], [-22.60, -16.91, -17.51], [-22.47, -18.44, -17.04], [-18.02, -23.62, -7.85], [-19.04, -23.57, -8.94], [-19.50, -22.12, -9.29], [-20.38, -21.63, -8.30], [-21.03, -20.41, -8.56], [-18.40, -24.22, -10.09], [-18.44, -23.13, -6.97], [-17.11, -23.05, -8.05], [-17.66, -24.62, -7.60], [-19.88, -24.12, -8.52], [-19.98, -22.35, -10.24], [-18.61, -21.59, -9.64], [-20.27, -19.63, -8.49], [-21.63, -20.26, -7.67], [-21.72, -20.32, -9.40], [-17.46, -23.86, -9.99], [-18.28, -25.21, -9.97], [-23.43, -25.65, -18.40], [-22.56, -26.89, -18.16], [-22.71, -27.55, -16.76], [-22.30, -26.60, -15.74], [-22.05, -27.18, -14.42], [-22.92, -27.88, -19.14], [-23.08, -25.05, -19.25], [-23.35, -25.00, -17.53], [-24.50, -25.82, -18.45], [-21.51, -26.63, -18.28], [-22.20, -28.50, -16.63], [-23.73, -27.87, -16.54], [-21.44, -28.07, -14.31], [-23.01, -27.37, -13.93], [-21.60, -26.38, -13.82], [-22.25, -28.63, -19.21], [-22.88, -27.35, -20.00], [-17.51, -21.45, -12.71], [-16.12, -21.96, -13.14], [-14.99, -21.29, -12.30], [-15.03, -21.60, -10.90], [-14.24, -20.75, -10.04], [-16.22, -23.43, -13.07], [-18.28, -21.79, -13.41], [-17.45, -20.37, -12.75], [-17.76, -21.82, -11.72], [-15.94, -21.60, -14.15], [-14.95, -20.22, -12.50], [-13.99, -21.61, -12.61], [-14.73, -19.79, -9.88], [-13.22, -20.56, -10.36], [-14.17, -21.20, -9.05], [-16.34, -23.78, -12.13], [-17.11, -23.69, -13.48], [-21.49, -25.36, -4.59], [-22.03, -24.91, -6.04], [-23.45, -25.27, -6.53], [-23.72, -26.61, -6.36], [-25.00, -26.95, -6.85], [-21.74, -23.50, -6.13], [-22.12, -25.06, -3.75], [-20.55, -24.91, -4.29], [-21.35, -26.44, -4.55], [-21.39, -25.34, -6.81], [-23.48, -24.96, -7.58], [-24.14, -24.66, -5.94], [-25.10, -26.94, -7.94], [-25.81, -26.34, -6.45], [-25.22, -27.98, -6.57], [-22.22, -23.06, -6.90], [-20.74, -23.43, -6.29], [-28.33, -16.74, -11.11], [-28.65, -17.21, -12.53], [-29.61, -16.27, -13.27], [-30.90, -16.50, -12.71], [-31.91, -15.69, -13.26], [-27.42, -17.53, -13.24], [-27.70, -17.47, -10.60], [-29.27, -16.80, -10.57], [-27.96, -15.72, -11.00], [-29.19, -18.15, -12.37], [-29.61, -16.59, -14.31], [-29.28, -15.24, -13.26], [-32.91, -16.09, -13.09], [-31.77, -15.48, -14.32], [-31.85, -14.67, -12.87], [-27.65, -17.68, -14.22], [-26.69, -16.84, -13.24], [-22.51, -12.62, -7.63], [-23.66, -12.33, -6.62], [-24.55, -13.51, -6.25], [-25.08, -14.11, -7.43], [-26.03, -15.20, -7.29], [-23.08, -11.75, -5.41], [-21.70, -13.19, -7.18], [-22.12, -11.76, -8.18], [-22.93, -13.28, -8.39], [-24.38, -11.64, -7.05], [-25.33, -13.13, -5.59], [-23.91, -14.10, -5.59], [-26.26, -15.61, -8.27], [-26.92, -14.80, -6.81], [-25.67, -16.03, -6.67], [-22.23, -11.23, -5.58], [-23.75, -11.14, -4.96], [-18.50, -15.14, -7.85], [-19.38, -16.36, -7.57], [-20.87, -16.03, -7.43], [-21.71, -17.18, -7.46], [-23.08, -16.88, -7.34], [-19.30, -17.22, -8.79], [-18.46, -14.53, -6.95], [-18.89, -14.56, -8.68], [-17.50, -15.45, -8.16], [-19.00, -16.79, -6.64], [-21.21, -15.40, -8.24], [-21.02, -15.46, -6.51], [-23.26, -16.51, -6.33], [-23.64, -17.79, -7.56], [-23.46, -16.15, -8.06], [-20.01, -17.92, -8.64], [-19.67, -16.64, -9.53], [-18.37, -15.62, -14.99], [-18.61, -17.17, -15.36], [-19.84, -17.80, -14.66], [-19.54, -17.91, -13.27], [-20.24, -19.02, -12.66], [-18.75, -17.11, -16.85], [-19.25, -14.97, -15.01], [-17.61, -15.09, -15.57], [-18.09, -15.64, -13.94], [-17.65, -17.61, -15.07], [-20.10, -18.80, -15.02], [-20.76, -17.23, -14.74], [-19.94, -19.12, -11.62], [-20.21, -20.00, -13.14], [-21.30, -18.74, -12.66], [-19.51, -16.49, -17.07], [-18.74, -18.00, -17.33]]}

***

Stability check: which of them is least stable? arrangement x.